Computed, not measured: a structure of composition C25H29N8O3SSr in a non-equilibrium geometry, with the ωB97M-V functional and the def2-TZVPD basis.

```
67
Properties=species:S:1:pos:R:3:forces:R:3:nbo_charge:R:1
Sr 0.316987 -1.300986 0.824989 0.302 0.353 0.403 1.779
C 3.189986 0.789667 1.129265 -0.137 -0.065 0.101 -0.261
O 2.503177 -0.030809 2.080279 0.209 -0.239 -0.076 -0.580
C 3.360754 -0.972643 2.730338 -0.058 0.313 0.055 -0.100
C 3.439552 -2.259089 1.950648 -0.274 -0.249 -0.007 -0.095
O 2.128961 -2.804266 1.727370 0.180 -0.312 0.368 -0.603
C 1.593208 -3.703030 2.725650 0.176 0.251 -0.137 -0.094
C 0.538912 -3.049528 3.596815 -0.111 -0.008 -0.147 -0.097
O -0.529633 -2.592547 2.761772 -0.045 -0.246 0.662 -0.608
C -1.805641 -2.553652 3.414329 0.274 -0.019 -0.075 -0.245
H 3.968078 1.371386 1.624989 0.022 0.026 0.007 0.192
H 2.447907 1.461076 0.702005 0.008 0.001 0.001 0.206
H 3.634306 0.193816 0.326937 0.005 -0.007 0.007 0.176
H 2.938539 -1.142364 3.721501 -0.007 -0.025 0.014 0.191
H 4.364523 -0.558295 2.865631 -0.010 0.041 -0.008 0.200
H 4.074499 -2.988605 2.458130 0.002 -0.011 0.022 0.202
H 3.863436 -2.075831 0.962577 -0.029 -0.034 -0.044 0.200
H 2.396127 -4.089250 3.355949 0.044 -0.005 -0.012 0.200
H 1.136821 -4.529376 2.184597 0.016 -0.036 -0.088 0.224
H 0.949592 -2.215837 4.175975 -0.024 0.036 0.026 0.174
H 0.162421 -3.797573 4.298307 0.015 -0.041 0.031 0.207
H -1.991021 -3.499474 3.923637 -0.046 -0.023 -0.020 0.194
H -2.551127 -2.402441 2.640103 -0.015 0.018 -0.009 0.209
H -1.849175 -1.735667 4.136338 -0.001 0.012 0.034 0.177
C -1.581251 1.762226 3.951974 -0.126 0.131 0.097 0.001
C -0.647597 0.906838 3.394505 0.036 -0.173 -0.221 0.009
N -0.483952 0.813962 2.077885 -0.168 0.545 0.255 -0.467
C -1.232164 1.609955 1.311428 0.331 -0.014 -0.652 0.130
C -2.207494 2.417197 1.881494 -0.153 0.169 0.161 0.015
N -2.387724 2.500532 3.196010 0.133 -0.134 -0.123 -0.332
C -0.944819 1.612917 -0.175629 0.165 -0.237 0.312 0.283
C -1.546666 2.511653 -1.033707 -0.100 0.129 0.078 -0.249
C -1.281861 2.442673 -2.398574 -0.191 0.272 -0.259 0.046
C -0.375542 1.491421 -2.840004 0.025 -0.052 -0.113 -0.217
C 0.252340 0.668628 -1.918771 0.266 -0.284 0.130 0.207
N -0.049210 0.715384 -0.616670 -0.064 0.576 -0.235 -0.551
C 1.295729 -0.335949 -2.342566 -0.299 0.373 0.357 0.122
C 1.895470 -0.289723 -3.590530 0.078 -0.120 -0.292 0.035
N 2.776786 -1.201688 -3.994813 -0.125 0.086 0.160 -0.337
C 3.051717 -2.174825 -3.137029 0.060 -0.041 -0.110 0.021
C 2.506084 -2.199632 -1.861424 -0.064 0.060 0.077 0.016
N 1.655615 -1.267090 -1.454964 0.029 0.087 -0.108 -0.459
C -1.952613 3.366994 -3.358651 0.211 -0.258 0.269 -0.044
C -1.365364 3.690270 -4.572736 0.098 0.104 -0.127 -0.231
C -2.027183 4.554924 -5.431571 -0.153 0.073 0.024 0.050
N -3.213600 5.101109 -5.161938 0.122 -0.160 0.168 -0.381
C -3.771326 4.782472 -3.993646 0.053 0.051 -0.148 0.049
C -3.185048 3.931792 -3.068910 -0.199 0.018 0.021 -0.234
H -1.683917 1.841274 5.027323 -0.053 0.029 -0.015 0.217
H -0.025373 0.274234 4.019334 0.002 0.029 -0.038 0.203
H -2.874005 3.008246 1.266813 0.007 0.036 0.058 0.207
H -2.202238 3.279777 -0.650821 -0.007 -0.022 -0.052 0.229
H -0.179335 1.376056 -3.895653 -0.028 0.014 0.027 0.236
H 1.670443 0.508230 -4.286711 0.045 -0.050 -0.040 0.203
H 3.734673 -2.952019 -3.457224 -0.002 0.032 -0.037 0.218
H 2.751784 -2.987311 -1.157874 -0.002 0.009 -0.015 0.212
H -0.390566 3.312745 -4.854115 -0.037 0.007 0.017 0.217
H -1.575586 4.821405 -6.380482 -0.044 0.021 0.009 0.206
H -4.738835 5.223625 -3.781348 0.022 0.012 -0.050 0.205
H -3.716932 3.698628 -2.155061 0.017 0.010 -0.034 0.214
S -1.197181 -3.822897 -3.131704 0.140 0.222 0.718 -0.236
C -0.878923 -3.338244 -1.602527 0.033 -0.050 -0.823 0.164
N -0.605366 -2.923908 -0.534035 -0.605 -1.180 -0.647 -0.855
N -2.647020 -0.976209 0.238836 0.025 0.035 0.161 -1.122
H -2.753801 -0.569774 -0.686016 0.041 -0.044 -0.034 0.377
H -3.484559 -0.718747 0.752200 -0.001 -0.045 0.002 0.369
H -2.664750 -1.981862 0.089803 -0.014 0.002 -0.035 0.401
```
Forces are in eV/Å.

M in g/mol: 609.2
HOMO in eV: -9.94
Total charge: +1
Relative energy (zero: lowest compared OMol25 entry of this formula, charge and spin) in eV: 0.000
Kohn-Sham gap in eV: 6.3
Multiplicity: 1